No. 1
This record from the OMol25 dataset describes a cluster of 5 separate species, C26H39Cl2NO15S in total. The level of theory is wB97M-V/def2-TZVPD.

```
! RIJCOSX wB97M-V def2-TZVPD def2/J DEFGRID3
* xyz 0 1
Cl 1.254 1.420 3.723
Cl -1.804 0.156 4.114
S -0.089 -2.579 1.040
O -0.495 5.193 0.057
O 4.919 2.542 -4.098
O -0.341 5.644 2.253
O -4.241 2.419 -4.176
O -5.669 1.080 -3.075
O -1.568 -3.372 0.900
O -0.006 -1.696 -0.132
O -4.396 2.553 -1.925
O 0.930 -3.632 0.906
O -1.709 -0.194 -6.325
O -1.136 -1.301 -4.438
O 3.286 1.074 -4.580
O 1.330 4.530 1.214
O 3.952 1.351 -2.438
O -0.081 0.608 -4.976
N 1.099 -1.787 3.470
C 0.072 1.018 2.343
C -5.957 0.931 -4.461
C 0.267 5.070 1.178
C -0.813 -0.260 2.598
C -1.659 -4.460 1.845
C -4.735 2.064 -2.960
C -1.768 5.682 0.464
C 3.529 1.823 -5.767
C -1.464 6.369 1.764
C 4.239 0.150 5.836
C -0.983 -4.175 3.264
C -0.116 -1.697 2.673
C 0.715 1.171 0.885
C -0.032 -1.177 -3.545
C -1.182 -2.586 3.537
C -1.038 -0.288 -5.340
C -1.211 -5.883 1.220
C 3.579 -1.022 3.647
C -4.719 1.464 -5.120
C -3.589 -7.353 1.163
C 4.044 1.630 -3.594
C 0.323 0.274 -3.651
C 3.237 -0.951 5.193
C -2.489 -6.812 1.117
C 4.882 2.423 -5.515
C 2.374 -1.615 2.739
H -2.773 -4.592 2.065
H 0.139 -4.372 3.207
H 0.775 -1.831 -3.886
H 1.754 0.755 0.770
H -0.451 -6.400 1.881
H 2.262 -1.080 1.754
H -0.236 0.895 -2.944
H -2.450 4.836 0.586
H 2.201 -0.589 5.437
H -2.295 6.319 2.467
H -3.955 0.695 -5.262
H -1.397 -4.800 4.106
H 1.389 0.453 -3.512
H 3.517 1.175 -6.644
H 5.001 3.397 -5.989
H -6.145 -0.114 -4.710
H -1.177 7.415 1.628
H -0.659 1.895 2.407
H 0.820 2.311 0.705
H 2.747 2.579 -5.874
H -0.808 -5.681 0.186
H 3.489 -1.940 5.690
H 5.129 0.342 5.165
H -2.180 6.362 -0.282
H 5.697 1.770 -5.837
H 2.735 -2.668 2.466
H -6.847 1.519 -4.703
H -1.044 -2.451 4.645
H -2.250 -2.395 3.186
H 3.737 0.039 3.250
H 4.549 -1.568 3.444
H -0.004 0.833 0.067
H 4.623 -0.197 6.845
H -4.667 -7.591 1.377
H -1.592 -0.314 1.765
H 1.099 -2.586 4.107
H -0.317 -1.464 -2.532
H -4.927 1.937 -6.079
H 3.680 1.137 5.961
*
```

Computed properties:
- HOMO level: -9.2 eV
- SMILES string: C#CC[C@H]1CC[C@](NCCCC)([C@@H](Cl)[C@H](C)Cl)S(=O)(=O)O1.O=C1OCCO1.O=C1OCCO1.O=C1OCCO1.O=C1OCCO1
- Frontier orbital gap: 9.66 eV

***

No. 2
This record from the OMol25 dataset describes a cluster of 2 separate species, C8H13NO3S in total. The level of theory is wB97M-V/def2-TZVPD.

```
! RIJCOSX wB97M-V def2-TZVPD def2/J DEFGRID3
* xyz 0 1
S -2.816 -1.199 -0.039
O -1.916 -2.206 -0.499
O -2.897 -0.938 1.375
O -3.912 -0.749 -0.877
N -2.010 2.031 -0.531
C -0.880 1.866 -0.078
C 2.013 0.925 0.883
C 2.496 -3.401 -0.284
C -0.240 0.546 -0.209
C -2.603 3.390 -0.347
C 2.233 -1.999 -0.030
C 1.136 -1.251 -0.214
C 1.007 0.177 0.115
H -2.813 3.825 -1.364
H 3.070 0.789 0.658
H 1.783 0.658 1.852
H -0.687 -0.164 -0.893
H -1.815 3.934 0.270
H 0.237 -1.647 -0.731
H 2.647 -3.673 -1.352
H 1.888 1.926 0.845
H 3.053 -1.362 0.395
H 1.551 -3.819 0.085
H -3.537 3.472 0.268
H 3.266 -3.734 0.303
H -0.257 2.604 0.399
*
```

Computed properties:
- HOMO level: -8.4 eV
- ΔE to the lowest compared entry with this formula, charge and spin: 4.762 eV
- SMILES string: C/C=C/C(C)=C/C=N/C.O=S(=O)=O
- Frontier orbital gap: 7.28 eV

***

No. 3
This record from the OMol25 dataset describes the molecule Br6OSi2. The level of theory is wB97M-V/def2-TZVPD.

```
! RIJCOSX wB97M-V def2-TZVPD def2/J DEFGRID3
* xyz 0 1
Br 2.439 -1.372 -1.542
Br -2.300 -0.933 1.892
Br 2.398 2.000 -0.369
Br -2.247 -1.227 -1.678
Br 2.239 -0.840 2.120
Br -2.268 2.130 -0.460
Si -1.884 0.049 0.018
Si 1.613 0.027 0.051
O 0.010 0.166 -0.032
*
```

Computed properties:
- HOMO level: -10.4 eV
- ΔE to the lowest compared entry with this formula, charge and spin: 0.784 eV
- SMILES string: Br[Si](Br)(Br)O[Si](Br)(Br)Br
- Frontier orbital gap: 9.83 eV

***

No. 4
This record from the OMol25 dataset describes the molecule C18H29NO5. The level of theory is wB97M-V/def2-TZVPD.

```
! RIJCOSX wB97M-V def2-TZVPD def2/J DEFGRID3
* xyz 0 1
O 6.906 0.229 1.003
O -4.203 -1.010 0.194
O -5.155 1.950 0.599
O -1.369 -2.393 0.049
O -1.548 1.822 0.149
N 0.698 -0.275 -0.407
C 3.686 -1.322 0.460
C -0.629 1.746 -0.917
C -5.349 -0.357 -0.302
C -2.680 -2.881 0.062
C -1.157 -1.270 0.886
C -3.703 -2.004 -0.674
C -3.786 1.967 0.954
C 4.926 -1.017 0.975
C 7.730 1.238 0.475
C 3.938 0.391 -1.173
C 0.328 -0.900 0.842
C 1.775 -0.906 -1.152
C 5.693 0.008 0.420
C 0.702 1.170 -0.413
C 5.189 0.709 -0.668
C -2.874 2.026 -0.275
C -5.802 0.707 0.704
C 3.162 -0.617 -0.621
H -1.440 -1.528 1.919
H -6.858 0.931 0.533
H 0.885 1.582 0.588
H 3.575 0.938 -2.032
H -1.018 1.091 -1.710
H 5.756 1.499 -1.135
H 7.254 2.222 0.540
H 1.493 1.527 -1.075
H -2.981 2.998 -0.779
H -3.032 -3.023 1.094
H 7.999 1.034 -0.567
H -6.159 -1.091 -0.441
H 5.334 -1.565 1.811
H -4.533 -2.639 -1.019
H 8.631 1.233 1.086
H -3.228 -1.547 -1.555
H 1.583 -1.981 -1.146
H -1.764 -0.422 0.565
H -0.474 2.751 -1.342
H -5.678 0.290 1.713
H -3.522 1.082 1.542
H 0.891 -1.825 0.971
H 0.541 -0.242 1.696
H -3.621 2.860 1.566
H -5.146 0.113 -1.276
H 3.121 -2.131 0.899
H -2.629 -3.852 -0.439
H 1.705 -0.558 -2.187
H -3.163 1.242 -0.990
*
```

Computed properties:
- HOMO level: -8.0 eV
- ΔE to the lowest compared entry with this formula, charge and spin: 1.533 eV
- SMILES string: COc1ccc(CN2CCOCCOCCOCCOCC2)cc1
- Frontier orbital gap: 8.85 eV

***

No. 5
This record from the OMol25 dataset describes a structure of composition C9H7AsF24N2O15S6Zr. The level of theory is wB97M-V/def2-TZVPD.

```
! RIJCOSX wB97M-V def2-TZVPD def2/J DEFGRID3
* xyz -2 1
Zr 25.616 -13.363 -3.048
As 27.230 -13.654 -6.606
S 23.235 -15.864 -4.120
S 23.602 -13.531 -0.399
S 24.338 -11.019 -0.789
S 27.465 -15.018 -0.769
S 23.776 -10.900 -4.854
S 27.219 -16.525 -2.835
F 30.099 -14.947 -0.320
F 21.567 -12.254 -5.384
F 25.541 -9.653 1.192
F 21.347 -14.552 -5.495
F 21.247 -14.515 -0.816
F 26.614 -15.194 -7.130
F 25.823 -11.819 1.304
F 23.090 -15.096 -6.685
F 24.837 -17.264 -1.891
F 26.907 -10.671 -0.154
F 25.816 -18.836 -2.949
F 29.193 -13.068 -0.888
F 21.669 -16.568 -6.115
F 28.405 -14.533 -5.659
F 27.933 -12.143 -6.146
F 21.135 -12.454 -0.334
F 23.191 -12.580 -6.846
F 21.808 -13.041 -2.329
F 28.227 -13.594 -8.040
F 25.904 -12.825 -7.338
F 29.607 -14.485 -2.377
F 26.218 -13.774 -5.081
F 26.485 -18.387 -0.974
F 22.019 -10.743 -6.838
O 28.565 -16.907 -2.469
O 22.951 -10.198 -3.916
O 24.015 -14.669 -3.702
O 24.072 -16.953 -4.546
O 26.790 -13.905 -0.161
O 23.995 -14.878 -0.747
O 22.219 -16.167 -3.130
O 23.094 -10.718 -0.128
O 23.609 -13.238 1.001
O 26.931 -16.538 -4.240
O 27.296 -11.975 -2.984
O 24.404 -12.125 -4.285
O 27.477 -16.247 -0.017
O 24.729 -10.114 -1.835
O 24.692 -10.056 -5.591
N 24.556 -12.533 -1.466
N 26.690 -15.062 -2.328
C 29.439 -11.072 -3.549
C 21.813 -13.332 -1.052
C 29.254 -14.352 -1.128
C 26.000 -17.847 -2.080
C 25.743 -10.757 0.482
C 28.095 -10.845 -2.895
C 22.577 -11.709 -6.073
C 27.384 -9.531 -3.355
C 22.273 -15.454 -5.716
H 28.260 -10.583 -1.843
H 29.832 -12.066 -3.293
H 26.790 -9.730 -4.244
H 28.180 -8.795 -3.530
H 30.320 -10.450 -3.388
H 29.290 -11.235 -4.621
H 26.823 -8.993 -2.591
*
```

Computed properties:
- HOMO level: -4.9 eV
- ΔE to the lowest compared entry with this formula, charge and spin: 1.109 eV
- Frontier orbital gap: 8.62 eV

***

No. 6
This record from the OMol25 dataset describes a structure of composition C12H7BrN2O2. The level of theory is wB97M-V/def2-TZVPD.

```
! RIJCOSX wB97M-V def2-TZVPD def2/J DEFGRID3
* xyz 0 1
Br 3.054 -4.471 -3.107
O -1.737 3.579 1.136
O -0.302 0.309 0.425
N 0.735 1.914 1.497
N 1.665 0.968 1.106
C -3.053 3.735 1.398
C 0.594 -1.623 -1.206
C 2.699 -1.722 -0.044
C -3.795 2.640 1.167
C 3.206 -2.608 -0.987
C 0.964 0.064 0.496
C 2.349 -3.130 -1.971
C 1.464 -1.151 -0.236
C -1.601 2.186 1.103
C -0.383 1.480 1.064
C 1.032 -2.712 -2.028
C -2.828 1.599 0.991
H -0.440 -1.269 -1.405
H -3.610 4.693 1.655
H 4.205 -2.899 -1.152
H 3.237 -1.453 0.866
H 0.374 -3.139 -2.796
H -2.931 0.502 0.801
H -4.900 2.509 1.223
*
```

Computed properties:
- HOMO level: -8.6 eV
- Frontier orbital gap: 8.80 eV

***

No. 7
This record from the OMol25 dataset describes a structure of composition C26H31CrF5N3O4S. The level of theory is wB97M-V/def2-TZVPD.

```
! RIJCOSX wB97M-V def2-TZVPD def2/J DEFGRID3
* xyz -1 5
Cr -0.310 0.515 -0.147
S -3.190 -0.845 -0.709
F 0.799 2.959 -0.400
F -1.366 2.849 -0.029
F 0.944 5.521 0.338
F -1.106 5.603 0.975
F -0.644 5.347 -1.114
O -2.840 -2.141 -0.121
O -2.367 0.235 -0.133
O -0.180 -2.337 -0.130
O -3.171 -0.858 -2.161
N 1.624 0.489 -0.065
N -0.201 0.491 1.923
N -0.038 0.489 -2.193
C 2.118 0.809 1.164
C 4.050 1.254 -2.797
C -1.233 1.341 2.518
C 2.231 0.692 -1.269
C 1.811 1.318 -3.591
C -7.404 0.334 0.569
C 0.162 -3.694 -0.004
C -0.204 -0.834 -2.806
C 2.803 1.768 3.753
C -0.261 4.948 0.142
C -4.861 -0.457 -0.236
C 3.157 1.576 -3.801
C -0.981 1.420 -2.809
C 1.149 0.943 2.198
C 1.493 1.432 3.444
C -5.419 0.703 -0.752
C -6.850 -0.862 1.029
C 3.448 1.090 1.537
C -0.335 -0.860 2.466
C -5.587 -1.254 0.635
C 3.603 0.792 -1.576
C -0.180 3.480 0.495
C 1.348 0.871 -2.369
C -6.681 1.093 -0.350
C -8.732 0.804 1.089
C 3.777 1.556 2.795
H -8.790 0.665 2.168
H 1.213 -3.750 0.290
H 5.112 1.380 -2.955
H -4.838 1.284 -1.450
H 4.816 1.762 3.017
H 0.386 -1.561 -2.253
H 0.036 -4.225 -0.955
H 3.055 2.179 4.719
H 1.120 1.487 -4.403
H -7.423 -1.472 1.713
H -1.335 1.180 3.598
H -0.802 2.424 -2.430
H -0.168 -0.863 3.555
H -1.257 -1.117 -2.766
H -0.893 1.431 -3.903
H -0.984 2.382 2.313
H -1.993 1.105 -2.549
H -1.335 -1.234 2.251
H 4.257 0.973 0.839
H -1.163 -2.266 -0.176
H 4.350 0.514 -0.858
H -7.119 2.003 -0.733
H 0.730 1.568 4.197
H -2.184 1.114 2.035
H 3.496 2.008 -4.730
H 0.124 -0.822 -3.855
H -0.448 -4.192 0.756
H -9.554 0.246 0.640
H 0.390 -1.515 1.991
H -5.143 -2.167 0.997
H -8.873 1.860 0.872
*
```

Computed properties:
- HOMO level (spin up / spin down): -3.7 / -4.0 eV
- ⟨S²⟩: 6.012
- Frontier orbital gap (spin up / spin down): 6.16 / 6.42 eV

***

No. 8
This record from the OMol25 dataset describes a structure of composition C15H23GeMoNO5Se2. The level of theory is wB97M-V/def2-TZVPD.

```
! RIJCOSX wB97M-V def2-TZVPD def2/J DEFGRID3
* xyz 2 1
Mo -1.395 -1.569 -0.030
Se 1.915 -0.882 -0.609
Se 0.642 2.062 -1.455
Ge 0.595 -1.200 2.641
O -3.748 1.058 1.884
O -4.072 2.934 -3.200
O -2.474 -0.693 1.217
O -0.689 -1.105 -3.938
O -1.007 -1.906 -1.846
N -2.267 0.006 -1.063
C -3.718 1.873 -1.072
C 2.458 1.907 -0.744
C -3.515 1.998 -2.458
C 2.587 0.753 0.235
C -3.185 0.484 1.024
C 1.090 1.853 -3.340
C -2.687 1.075 -3.127
C 0.538 -1.531 0.598
C -0.640 -2.592 3.222
C -3.073 0.852 -0.424
C 0.019 0.606 3.064
C -2.086 0.097 -2.384
C -1.190 -1.006 -2.874
C 2.401 -1.554 3.266
C 3.349 -2.103 -0.144
H 2.394 -1.426 4.350
H 0.701 -2.636 0.553
H -4.371 2.536 -0.518
H -0.245 0.624 4.123
H 3.130 -0.851 2.863
H 3.620 0.554 0.523
H -0.256 -3.584 2.981
H 3.524 -2.089 0.927
H -4.650 3.530 -2.702
H 2.715 -2.575 3.055
H 0.167 1.957 -3.904
H -1.650 -2.482 2.820
H 1.523 0.873 -3.528
H 2.721 2.836 -0.242
H -0.861 0.914 2.504
H -2.550 1.131 -4.199
H 3.129 1.788 -1.593
H -0.742 -2.535 4.307
H 0.810 1.340 2.919
H 1.988 0.904 1.129
H 3.050 -3.091 -0.487
H 4.231 -1.779 -0.693
H 1.773 2.645 -3.633
*
```

Computed properties:
- HOMO level (spin up / spin down): -14.6 / -14.6 eV
- ΔE to the lowest compared entry with this formula, charge and spin: 0.849 eV
- Frontier orbital gap (spin up / spin down): 6.86 / 6.85 eV